1.
{
  "formula": "C5H9N3O",
  "method": "the ωB97M-V functional and the def2-TZVPD basis",
  "homo_ha": -0.30723,
  "multiplicity": 1,
  "gap_ha": 0.32848,
  "e_tot_ha": -435.41758,
  "e_above_lowest_kj_mol": 105.4,
  "charge": 0,
  "elements": ["C", "C", "N", "N", "C", "C", "C", "N", "O", "H", "H", "H", "H", "H", "H", "H", "H", "H"],
  "positions_angstrom": [[1.7363, -1.6063, 0.2203], [0.7198, -1.1045, 0.9340], [0.6884, -1.3342, 2.2871], [-0.4242, -0.4303, 0.3664], [-0.3242, 0.4329, -0.5787], [0.8474, 0.9329, -1.3616], [-1.7196, 1.1075, -0.9931], [-2.4613, 1.5437, 0.0664], [-2.0427, 1.2314, -2.1577], [1.8222, -1.4951, -0.8502], [2.5381, -2.1583, 0.7026], [-0.2649, -1.2289, 2.6231], [1.0756, -2.2360, 2.5467], [0.5865, 1.8648, -1.8720], [1.6980, 1.1320, -0.7072], [1.1165, 0.1975, -2.1242], [-3.3928, 1.8971, -0.1024], [-2.1990, 1.2538, 1.0003]]
}


2.
{
  "formula": "C5H9N3O",
  "method": "the ωB97M-V functional and the def2-TZVPD basis",
  "homo_ha": -0.31886,
  "multiplicity": 1,
  "gap_ha": 0.34814,
  "e_tot_ha": -435.32022,
  "e_above_lowest_kj_mol": 361.0,
  "charge": 0,
  "elements": ["C", "C", "C", "C", "N", "C", "N", "N", "O", "H", "H", "H", "H", "H", "H", "H", "H", "H"],
  "positions_angstrom": [[-0.6286, 1.9154, -0.1291], [-0.7255, 0.4253, -0.0668], [0.2772, -0.5189, -0.2541], [1.7450, -0.2840, -0.4873], [2.5456, -0.1336, 0.7180], [-0.3897, -1.7304, -0.1976], [-1.6608, -1.6439, 0.0942], [-1.8214, -0.3410, 0.1039], [-3.0834, 0.1366, 0.3293], [0.5123, 2.0390, -0.3204], [-1.2298, 2.4339, -1.0106], [-0.8101, 2.2706, 0.8498], [1.9133, 0.6203, -1.1553], [2.1070, -1.0965, -1.1527], [2.6459, -1.0664, 1.2211], [2.1944, 0.5008, 1.4451], [0.1099, -2.7383, -0.2313], [-3.7012, -0.7888, 0.2437]]
}


3.
{
  "formula": "C5H9N3O",
  "method": "the ωB97M-V functional and the def2-TZVPD basis",
  "homo_ha": -0.32456,
  "multiplicity": 1,
  "gap_ha": 0.34425,
  "e_tot_ha": -435.33505,
  "e_above_lowest_kj_mol": 322.1,
  "charge": 0,
  "elements": ["H", "N", "C", "N", "C", "C", "N", "C", "C", "O", "H", "H", "H", "H", "H", "H", "H", "H"],
  "positions_angstrom": [[2.6116, 0.7815, -1.0445], [1.7013, 0.4204, -1.3497], [0.9322, 0.3825, -0.3605], [0.6899, 0.6489, 0.9291], [0.5910, 2.0172, 1.4074], [-0.3697, -0.0085, 0.0199], [-1.6145, 0.7478, -0.0370], [-0.4815, -1.5543, 0.0687], [-0.2049, -2.2631, -1.2345], [-0.9200, -2.1197, 1.0621], [0.0811, 2.0355, 2.3746], [1.5985, 2.4264, 1.5354], [0.0503, 2.6779, 0.7174], [-1.8659, 1.0139, 0.9157], [-2.3763, 0.1349, -0.3328], [0.8661, -2.4454, -1.3461], [-0.7134, -3.2305, -1.2513], [-0.5755, -1.6656, -2.0740]]
}


4.
{
  "formula": "C5H9N3O",
  "method": "the ωB97M-V functional and the def2-TZVPD basis",
  "homo_ha": -0.34219,
  "multiplicity": 1,
  "gap_ha": 0.35447,
  "e_tot_ha": -435.33265,
  "e_above_lowest_kj_mol": 328.4,
  "charge": 0,
  "elements": ["H", "N", "N", "C", "C", "C", "C", "C", "N", "O", "H", "H", "H", "H", "H", "H", "H", "H"],
  "positions_angstrom": [[-1.8288, -2.4676, 0.7473], [-0.9675, -1.8256, 0.7609], [-1.2348, -0.7865, 0.1328], [-0.2807, 0.2762, 0.3296], [0.2217, 0.6211, 1.7145], [1.1615, -0.2673, -0.3178], [1.3307, -1.5167, -0.7390], [-0.7754, 1.5195, -0.4173], [-0.9213, 1.1004, -1.7222], [-0.6521, 2.6965, -0.1117], [0.9473, -0.1083, 2.1939], [-0.5634, 0.7615, 2.4375], [0.7919, 1.5966, 1.6300], [1.8810, 0.5403, -0.4048], [2.3167, -1.7324, -1.0437], [0.5641, -2.2949, -0.8438], [-0.8499, 0.1543, -1.8759], [-1.1411, 1.7329, -2.4706]]
}


5.
{
  "formula": "C5H9N3O",
  "method": "the ωB97M-V functional and the def2-TZVPD basis",
  "homo_ha": -0.31471,
  "multiplicity": 1,
  "gap_ha": 0.34989,
  "e_tot_ha": -435.10853,
  "e_above_lowest_kj_mol": 916.8,
  "charge": 0,
  "elements": ["C", "O", "C", "C", "N", "C", "N", "N", "C", "H", "H", "H", "H", "H", "H", "H", "H", "H"],
  "positions_angstrom": [[2.1411, 1.4255, -1.5131], [1.9165, 0.4959, -0.3777], [0.8300, 0.7741, 0.4644], [0.3060, -0.4753, 1.1614], [0.1354, -1.9234, 0.7510], [-1.0821, -2.0632, 0.5078], [-2.3141, -1.0600, 0.7541], [-1.9535, 0.3276, 0.4033], [-0.4819, 0.1716, 0.0143], [1.9887, 2.5893, -1.0610], [3.0911, 1.1410, -1.9772], [1.1821, 1.2875, -2.3694], [0.8681, 1.9398, 0.6585], [-0.0263, 0.0085, 1.9779], [-1.3408, -3.2410, 0.2308], [-2.7790, -1.6474, -0.0951], [-1.8622, 0.6163, 1.4316], [-0.6192, -0.3667, -0.9613]]
}


6.
{
  "formula": "C5H9N3O",
  "method": "the ωB97M-V functional and the def2-TZVPD basis",
  "homo_ha": -0.32135,
  "multiplicity": 1,
  "gap_ha": 0.30027,
  "e_tot_ha": -435.23667,
  "e_above_lowest_kj_mol": 580.4,
  "charge": 0,
  "elements": ["C", "N", "C", "N", "C", "N", "C", "C", "O", "H", "H", "H", "H", "H", "H", "H", "H", "H"],
  "positions_angstrom": [[0.4700, -1.1049, 2.0238], [1.4220, -0.4051, 1.3129], [1.2173, 0.1148, 0.2010], [2.2373, 0.9720, -0.4303], [-0.0453, -0.1257, -0.5814], [0.0606, 0.2273, -1.9388], [-1.3416, -0.0096, -0.0024], [-2.4202, 0.1296, -0.8546], [-3.5321, 0.5796, -0.4305], [0.0776, -0.4418, 2.7049], [1.4020, -1.4510, 2.7355], [-0.2261, -1.9361, 1.5287], [3.0202, 1.1994, 0.2834], [1.5423, 1.9192, -0.4902], [-0.8296, 0.7716, -2.5440], [0.9867, 0.2728, -2.5889], [-1.5584, -0.1909, 1.0413], [-2.4827, -0.5212, -1.9704]]
}


7.
{
  "formula": "C5H9N3O3",
  "method": "the ωB97M-V functional and the def2-TZVPD basis",
  "homo_ha": [-0.29406, -0.29411],
  "multiplicity": 1,
  "gap_ha": [0.26825, 0.26815],
  "e_tot_ha": -585.65986,
  "e_above_lowest_kj_mol": 667.8,
  "charge": 0,
  "elements": ["C", "C", "C", "C", "C", "N", "N", "N", "O", "O", "O", "H", "H", "H", "H", "H", "H", "H", "H", "H"],
  "positions_angstrom": [[1.1672, 1.4869, 0.7056], [0.5196, 0.3628, 0.3480], [-0.8331, 0.2557, 2.2363], [-1.4761, -1.0223, 0.2559], [1.8570, -0.7288, -1.2708], [1.0616, 2.0075, 1.9075], [-0.5461, -0.1514, 0.9881], [1.6723, 3.1451, 2.2569], [2.5025, 3.6489, 1.5211], [1.2553, 3.5886, 3.2928], [0.6604, -0.0462, -0.9727], [1.5578, 2.1834, -0.0992], [-0.2119, 0.8665, 2.7041], [-1.7018, -0.2618, 2.6487], [-1.3810, -2.1361, 0.6368], [-2.5075, -0.7440, 0.5943], [-1.1640, -0.8935, -0.8033], [2.6096, -0.5563, -0.4881], [2.2453, -0.4594, -2.2703], [1.6654, -1.8588, -1.3009]]
}


8.
{
  "formula": "C5H9N4",
  "method": "the ωB97M-V functional and the def2-TZVPD basis",
  "homo_ha": -0.47720,
  "multiplicity": 1,
  "gap_ha": 0.26215,
  "e_tot_ha": -414.57840,
  "e_above_lowest_kj_mol": 408.0,
  "charge": 1,
  "elements": ["C", "C", "C", "C", "C", "N", "N", "N", "N", "H", "H", "H", "H", "H", "H", "H", "H", "H"],
  "positions_angstrom": [[2.7944, 1.1353, -0.1296], [3.6380, -0.0259, -0.3936], [1.4911, 0.6874, 0.1551], [0.8915, -1.7252, 0.2144], [-2.6646, -0.4186, -0.6979], [2.9942, -1.1297, -0.1964], [1.7114, -0.7371, 0.0061], [0.3894, 1.3334, 0.5050], [-2.3463, -0.0829, 0.4872], [3.0366, 2.2529, -0.2071], [4.6385, -0.0861, -0.6875], [-0.1165, -1.5355, 0.5026], [1.0837, -2.7555, 0.0240], [-1.8254, -0.3295, -1.4689], [-3.6383, -0.6168, -1.1507], [0.3249, 2.3856, 0.4154], [-3.0436, -0.2489, 1.1608], [-0.2945, 1.0349, 1.1860]]
}


9.
{
  "formula": "C5H9N4",
  "method": "the ωB97M-V functional and the def2-TZVPD basis",
  "homo_ha": [-0.45318, -0.48010],
  "multiplicity": 1,
  "gap_ha": [0.23650, 0.29531],
  "e_tot_ha": -414.43230,
  "e_above_lowest_kj_mol": 791.6,
  "charge": 1,
  "elements": ["C", "C", "C", "C", "C", "N", "N", "N", "N", "H", "H", "H", "H", "H", "H", "H", "H", "H"],
  "positions_angstrom": [[-2.1075, 0.6345, 0.1032], [-1.5588, -0.5153, -0.3400], [1.8292, -1.2228, -0.9936], [0.8073, -1.3781, -0.0247], [3.1912, -1.3412, -0.5430], [-0.5072, 1.5550, 1.4161], [-1.6098, 1.6083, 0.9975], [-0.3357, -0.9354, -0.4879], [-2.2839, 2.7096, 1.1650], [-3.2654, 0.6991, -0.0188], [-2.3222, -0.9521, -1.0268], [1.6334, -1.0947, -2.0950], [0.8365, -2.0340, 0.8101], [3.0619, -1.6877, 0.4458], [3.5581, -0.3388, -0.5682], [3.8992, -2.0205, -1.0092], [-3.1247, 2.8646, 0.6404], [-1.7018, 3.4492, 1.5289]]
}


10.
{
  "formula": "C5H9N4O",
  "method": "the ωB97M-V functional and the def2-TZVPD basis",
  "homo_ha": -0.46818,
  "multiplicity": 1,
  "gap_ha": 0.34997,
  "e_tot_ha": -489.80929,
  "e_above_lowest_kj_mol": 424.8,
  "charge": 1,
  "elements": ["H", "N", "C", "N", "N", "N", "C", "C", "C", "C", "O", "H", "H", "H", "H", "H", "H", "H", "H"],
  "positions_angstrom": [[0.7788, 1.1509, -2.0791], [-0.1296, 1.6340, -1.9876], [-0.8760, 1.0856, -1.1619], [-2.1850, 1.5945, -0.7967], [-0.8157, -0.1098, -0.4307], [-1.7477, -0.3154, 0.6489], [0.8244, -0.4538, 0.0984], [1.5500, -1.5168, -0.2915], [2.5144, -1.5854, 0.7573], [2.2215, -0.5324, 1.6489], [1.1603, 0.0999, 1.2222], [-2.6161, 0.8531, -0.0251], [-2.0591, 2.4943, -0.2626], [-2.7742, 1.7258, -1.6574], [-2.0874, -1.2138, 0.6300], [-1.1935, -0.0581, 1.5189], [1.5302, -2.2185, -1.1181], [3.1796, -2.4330, 0.7943], [2.7253, -0.2011, 2.4918]]
}


11.
{
  "formula": "C5H9N4O",
  "method": "the ωB97M-V functional and the def2-TZVPD basis",
  "homo_ha": -0.52812,
  "multiplicity": 1,
  "gap_ha": 0.41012,
  "e_tot_ha": -489.86708,
  "e_above_lowest_kj_mol": 273.1,
  "charge": 1,
  "elements": ["O", "C", "C", "C", "N", "C", "N", "C", "N", "N", "H", "H", "H", "H", "H", "H", "H", "H", "H"],
  "positions_angstrom": [[0.8418, -2.1799, -0.4227], [1.0173, -1.0684, 0.0225], [2.2798, -0.2813, 0.0314], [2.0324, 1.2270, -0.0719], [0.8820, 1.7429, -0.0131], [-0.2424, 1.0646, 0.3716], [-1.3437, 1.0384, -0.6034], [-2.2633, 0.0483, -0.1937], [-1.4068, -1.1153, 0.3507], [-0.1018, -0.4705, 0.6428], [2.7073, -0.6256, -0.8907], [3.0130, -0.3627, 0.8263], [2.9184, 1.8243, -0.2192], [-0.5474, 1.3917, 1.3426], [-0.9442, 1.2372, -1.6080], [-3.0597, 0.2827, 0.5975], [-2.9092, -0.3119, -0.9331], [-1.7379, -1.5393, 1.1424], [-1.1357, -1.9021, -0.3717]]
}


12.
{
  "formula": "C5H9N4P",
  "method": "the ωB97M-V functional and the def2-TZVPD basis",
  "homo_ha": -0.25253,
  "multiplicity": 1,
  "gap_ha": 0.26474,
  "e_tot_ha": -756.14960,
  "e_above_lowest_kj_mol": 212.9,
  "charge": 0,
  "elements": ["N", "C", "P", "C", "C", "N", "C", "N", "C", "N", "H", "H", "H", "H", "H", "H", "H", "H", "H"],
  "positions_angstrom": [[3.9359, -0.0027, -0.3584], [2.8184, -0.6185, -0.0913], [1.2760, 0.0913, 0.4989], [0.3377, -1.3496, 0.0508], [-1.0184, -1.0819, -0.0569], [-1.9881, -2.1059, 0.0434], [-1.2975, 0.3330, 0.0527], [-2.6225, 0.8712, -0.0729], [-0.2589, 1.2053, 0.1127], [-0.2555, 2.5326, 0.2397], [4.8034, -0.6016, -0.3584], [4.0490, 0.9973, -0.4874], [0.7505, -2.4527, 0.1386], [-2.4716, -2.2071, -0.7793], [-1.6423, -3.0559, 0.2903], [-3.3413, 0.2927, 0.3919], [-2.9099, 1.2682, -0.9021], [0.7163, 2.9113, 0.5006], [-0.8811, 2.9731, 0.7869]]
}